Entry 1:
Molecular formula: C4H8NO2
Method: DFT, ωB97M-V/def2-TZVPD

ORCA input file:
```
! wB97M-V def2-TZVPD RIJCOSX def2/J DEFGRID3
* xyz -1 1
C 1.02225 0.14114 -1.33608
N 1.06004 -0.89692 -0.54706
C 0.52608 0.39626 1.61253
C 0.25243 -0.81634 0.67294
C -1.25422 -0.80085 0.22847
O -1.75408 0.53097 0.14368
O 0.34707 1.21852 -1.18321
H 1.54003 0.04383 -2.30844
H -1.02112 1.00061 -0.32932
H -0.40697 0.81642 2.01301
H 0.94530 1.22395 1.04454
H 1.20825 0.21342 2.45456
H 0.46520 -1.61542 1.38492
H -1.83501 -1.29829 1.00711
H -1.25248 -1.16917 -0.81094
*
```

## Properties
ΔE to the lowest compared entry with this formula, charge and spin = 150.8 kJ/mol
LUMO level = 4.32 eV
Orbital gap = 7.94 eV
Structure (SMILES) = C[C@@H](CO)/N=C\[O-]
Highest occupied orbital energy = -0.1329 Ha



Entry 2:
Molecular formula: C6H8Si
Method: DFT, ωB97M-V/def2-TZVPD

ORCA input file:
```
! wB97M-V def2-TZVPD RIJCOSX def2/J DEFGRID3
* xyz 0 1
C -0.93712 0.08205 -1.43675
C 0.38520 0.19238 -1.66464
C -1.69254 0.31172 -0.22811
C 1.44500 0.57602 -0.76590
C -1.32913 0.02471 1.02611
C 1.55704 0.28004 0.53370
Si 0.31202 -0.76512 1.46350
H -1.56138 -0.11998 -2.30223
H 0.71183 0.06919 -2.69169
H -2.68081 0.72520 -0.41309
H 2.24435 1.13189 -1.25080
H -2.02491 0.26835 1.82023
H 2.41549 0.66969 1.06652
H 0.55607 -0.67302 2.90801
H 0.37611 -2.16697 1.02331
*
```

## Properties
ΔE to the lowest compared entry with this formula, charge and spin = 0.0 kJ/mol
LUMO level = 0.47 eV
Orbital gap = 9.24 eV
Structure (SMILES) = C1=CC=C[SiH2]C=C1
Highest occupied orbital energy = -0.3224 Ha



Entry 3:
Molecular formula: C20H26InN4O2
Method: DFT, ωB97M-V/def2-TZVPD

ORCA input file:
```
! wB97M-V def2-TZVPD RIJCOSX def2/J DEFGRID3
* xyz 1 1
In 0.28166 0.21048 0.32462
N 1.88738 -1.59999 0.87384
C 3.19195 -1.75355 0.19066
C 3.92590 -0.42505 0.15609
C 3.24078 0.51719 -0.79406
O 3.76895 0.91359 -1.79540
O 1.98603 0.88127 -0.47192
H 2.07499 -1.32471 1.82892
H 1.40886 -2.49315 0.91969
H 3.01900 -2.12812 -0.81707
H 3.80351 -2.48524 0.71571
H 4.94816 -0.56669 -0.17823
H 3.94238 0.01064 1.16020
C -0.11387 -2.02053 3.03318
N -0.60151 -0.94642 2.15077
C -1.86448 -0.68402 2.26681
C -2.48855 0.23590 1.42030
C -3.78402 0.73845 1.41365
C -3.82823 1.67945 0.38309
C -2.56409 1.70627 -0.19575
N -1.73967 0.82645 0.42987
C -0.48161 -3.42897 2.58844
C -0.73757 -3.76302 1.25979
C -1.04024 -5.07090 0.90033
C -1.09797 -6.06129 1.86881
C -0.86627 -5.73481 3.19818
C -0.56681 -4.42745 3.55394
H -0.51701 -1.86905 4.03533
H 0.96047 -1.92766 3.14592
H -2.46844 -1.19080 3.02097
H -4.57884 0.45011 2.08693
H -4.67031 2.28027 0.07744
H -2.23256 2.29759 -1.02827
H -0.75354 -2.99735 0.49444
H -1.24547 -5.31158 -0.13595
H -1.33966 -7.07908 1.59143
H -0.92787 -6.49760 3.96384
H -0.39436 -4.17958 4.59581
C -0.21890 5.32153 -2.29852
C 0.15155 4.06599 -3.10025
C 1.59432 4.15191 -3.61337
C -0.82884 3.86073 -4.26596
C 0.03800 2.89830 -2.20210
N 0.00568 1.99011 -1.50446
H -0.12543 6.19072 -2.95039
H 0.44848 5.45625 -1.44699
H -1.24636 5.27326 -1.93571
H 1.67134 5.00120 -4.29326
H 1.87783 3.24724 -4.15144
H 2.29652 4.29843 -2.79245
H -0.74793 4.71046 -4.94494
H -1.85868 3.80084 -3.91162
H -0.59466 2.95198 -4.82093
*
```

## Properties
LUMO level = -3.64 eV
Orbital gap = 7.77 eV
Highest occupied orbital energy = -0.4191 Ha



Entry 4:
Molecular formula: C27H33FeNO5PS2
Method: DFT, ωB97M-V/def2-TZVPD

ORCA input file:
```
! wB97M-V def2-TZVPD RIJCOSX def2/J DEFGRID3
* xyz -2 6
Fe 0.11049 -0.66205 0.91430
C 0.24759 -1.24835 4.32170
N 0.33859 -0.03915 3.53040
C -0.78081 0.84685 3.79560
C 1.61519 0.63095 3.76500
C 2.69619 0.18895 2.81360
C 4.02799 0.29835 3.19780
C 5.03639 0.07225 2.27610
C 4.70349 -0.28485 0.98140
C 3.37169 -0.46685 0.63940
C 2.32879 -0.24145 1.53430
H 0.44179 -1.06595 5.39840
H 0.97509 -1.96915 3.94950
H -0.74881 -1.66675 4.21850
H -0.78621 1.23505 4.82940
H -1.71441 0.31085 3.62810
H -0.74031 1.67785 3.09400
H 1.94029 0.49845 4.81820
H 1.46479 1.70315 3.59900
H 4.27979 0.55865 4.22570
H 6.07789 0.18425 2.56500
H 5.48969 -0.44125 0.24760
H 3.14279 -0.80665 -0.36190
O 0.00539 0.13165 -1.46890
C 0.12099 1.48785 -1.88030
C 0.05209 2.33645 -0.46050
O 0.16589 3.54905 -0.53960
O -0.11141 1.61465 0.52230
C 1.41719 1.79425 -2.58660
C 1.79389 3.11435 -2.84990
C 2.94819 3.41175 -3.54970
C 3.78599 2.39835 -3.99080
C 3.46219 1.08895 -3.68360
C 2.30079 0.78915 -2.99260
C -1.09421 1.88295 -2.69430
C -1.99851 0.91575 -3.14100
C -3.13181 1.26445 -3.85380
C -3.40541 2.59145 -4.13570
C -2.53491 3.56345 -3.67170
C -1.40061 3.21735 -2.96160
H 0.39989 -0.46415 -2.11730
H 1.19919 3.92145 -2.45870
H 3.20349 4.44575 -3.75300
H 4.67669 2.62725 -4.56290
H 4.12129 0.28585 -3.98930
H 2.11079 -0.25235 -2.77160
H -1.82121 -0.12575 -2.92020
H -3.81451 0.49385 -4.19100
H -4.28501 2.86255 -4.70650
H -2.75081 4.60895 -3.85540
H -0.77251 3.99975 -2.57270
C -2.77011 -4.65505 2.26490
C -1.94111 -3.56535 2.93650
O -2.55651 -2.30455 2.83290
P -2.22821 -1.24625 1.58250
S -3.67551 0.08485 1.84770
S 0.66139 -2.61725 0.08480
O -2.82421 -2.29125 0.41360
C -2.64031 -2.00835 -0.94600
C -3.33091 -3.09595 -1.75960
H -2.38491 -5.63345 2.54810
H -2.72381 -4.53285 1.18970
H -3.80971 -4.57215 2.57420
H -0.92691 -3.54125 2.51240
H -1.86571 -3.78785 4.01290
H -1.56341 -1.99185 -1.17550
H -3.07331 -1.02785 -1.18800
H -2.83331 -4.05305 -1.61370
H -3.30491 -2.84025 -2.81660
H -4.36921 -3.18835 -1.44530
*
```

## Properties
ΔE to the lowest compared entry with this formula, charge and spin = 130.8 kJ/mol
LUMO level (alpha / beta) = 4.67 / 4.67 eV
Orbital gap (alpha / beta) = 5.83 / 6.56 eV
Highest occupied orbital energy (alpha / beta) = -0.0427 / -0.0697 Ha



Entry 5:
Molecular formula: C4H9AgO3
Method: DFT, ωB97M-V/def2-TZVPD

ORCA input file:
```
! wB97M-V def2-TZVPD RIJCOSX def2/J DEFGRID3
* xyz 1 2
O 0.90733 1.01448 -1.26312
C 0.16277 -0.10778 -1.29709
C 0.16233 -0.95325 -0.03424
C -0.63825 -2.24706 -0.18841
C -2.12530 -2.04542 -0.11380
O -2.92610 -2.58170 -0.84413
H 1.06032 4.88829 1.65087
H 0.44947 -0.68265 -2.20970
H -0.86274 0.23226 -1.59690
H -0.23913 -0.35467 0.79830
H 1.20189 -1.20679 0.21570
H -0.38676 -2.77969 -1.11604
H -2.47719 -1.36269 0.69448
H -0.38676 -2.91324 0.65402
Ag 2.35431 2.65577 0.18387
O 1.76380 4.23211 1.76427
H 1.98000 4.21203 2.70194
*
```

## Properties
ΔE to the lowest compared entry with this formula, charge and spin = 0.0 kJ/mol
LUMO level (alpha / beta) = -5.33 / -5.98 eV
Orbital gap (alpha / beta) = 7.19 / 6.53 eV
Highest occupied orbital energy (alpha / beta) = -0.4601 / -0.4600 Ha



Entry 6:
Molecular formula: CH2Cl2FPS
Method: DFT, ωB97M-V/def2-TZVPD

ORCA input file:
```
! wB97M-V def2-TZVPD RIJCOSX def2/J DEFGRID3
* xyz 0 1
C -1.57920 0.10400 0.04721
F -1.56347 1.45688 -0.20789
P 1.94828 -0.30192 0.61048
S -0.01603 -0.58764 -0.65996
Cl 2.86244 -1.61527 -0.39802
Cl 2.58872 1.42108 -0.02545
H -1.74285 -0.03003 1.09690
H -2.49789 -0.44710 -0.46328
*
```

## Properties
ΔE to the lowest compared entry with this formula, charge and spin = 95.5 kJ/mol
LUMO level = 0.09 eV
Orbital gap = 9.34 eV
Structure (SMILES) = FCSP(Cl)Cl
Highest occupied orbital energy = -0.3399 Ha



Entry 7:
Molecular formula: C3H4O2S
Method: DFT, ωB97M-V/def2-TZVPD

ORCA input file:
```
! wB97M-V def2-TZVPD RIJCOSX def2/J DEFGRID3
* xyz -2 1
O -1.57136 2.21932 0.19810
C -1.26110 1.03485 -0.07017
O -1.95358 0.15126 -0.47840
C 0.18101 0.41003 0.44668
C 0.72572 -0.88696 -0.32710
S 2.20425 -1.89719 0.09100
H 0.89409 1.22741 0.38886
H 0.02561 -0.00696 1.48844
H 0.90008 -0.68095 -1.34983
H -0.14472 -1.57081 -0.38759
*
```

## Properties
ΔE to the lowest compared entry with this formula, charge and spin = 70.0 kJ/mol
LUMO level = 6.27 eV
Orbital gap = 5.43 eV
Structure (SMILES) = O=C([O-])CC[S-]
Highest occupied orbital energy = 0.0310 Ha



Entry 8:
Molecular formula: C2H3NS
Method: DFT, ωB97M-V/def2-TZVPD

ORCA input file:
```
! wB97M-V def2-TZVPD RIJCOSX def2/J DEFGRID3
* xyz 0 1
C -0.76695 -0.06090 0.14732
C 0.60654 -0.46427 0.16007
N 0.19296 0.94730 0.09680
S -2.37922 -0.12050 -0.08403
H 1.01564 -0.87634 1.00216
H 0.97078 -1.01139 -0.66419
H 0.36025 1.58610 -0.65813
*
```

## Properties
ΔE to the lowest compared entry with this formula, charge and spin = 174.4 kJ/mol
LUMO level = 0.16 eV
Orbital gap = 8.84 eV
Structure (SMILES) = S=C1CN1
Highest occupied orbital energy = -0.3188 Ha



Entry 9:
Molecular formula: C3H10N3OS
Method: DFT, ωB97M-V/def2-TZVPD

ORCA input file:
```
! wB97M-V def2-TZVPD RIJCOSX def2/J DEFGRID3
* xyz 1 1
C -0.40207 -1.35420 0.63870
C 0.63144 1.93584 -1.24001
C 0.19378 0.99207 0.26193
N -0.85712 -2.50139 0.13604
N -0.20489 -1.22288 1.94506
N -0.13885 -0.33968 -0.18055
O 1.22034 1.03463 1.17058
S -0.06988 1.17913 -2.70726
H 1.71213 1.88266 -1.30672
H 0.28377 2.94538 -1.08835
H -0.66577 1.50296 0.70315
H -1.01869 -3.30004 0.72559
H -1.02282 -2.60058 -0.85049
H -0.39051 -1.97414 2.58741
H 0.22282 -0.37449 2.29350
H -0.31046 -0.41181 -1.19123
H 2.07048 0.81598 0.76566
H -1.25370 1.79057 -2.66298
*
```

## Properties
ΔE to the lowest compared entry with this formula, charge and spin = 0.0 kJ/mol
LUMO level = -2.88 eV
Orbital gap = 10.15 eV
Structure (SMILES) = NC(N)=[NH+][C@@H](O)CS
Highest occupied orbital energy = -0.4786 Ha



Entry 10:
Molecular formula: C6H14BrNbO4P
Method: DFT, ωB97M-V/def2-TZVPD

ORCA input file:
```
! wB97M-V def2-TZVPD RIJCOSX def2/J DEFGRID3
* xyz -1 1
O 2.94222 0.65704 3.42430
C 1.91983 1.24503 3.13412
C 1.13477 1.06142 1.90673
Nb -0.49460 -0.38919 2.27941
Br -2.35267 -1.96230 3.09152
P -1.99244 1.78025 2.16521
O -2.09068 2.51433 3.47158
H 1.50205 1.98188 3.84168
H 0.70205 2.01515 1.60056
H 1.76569 0.66823 1.10181
H -0.22572 0.07200 4.03198
H 0.81162 -1.64844 2.09619
H -1.07576 -0.48563 0.52070
H -3.28707 1.44943 1.67030
H -1.55625 2.69457 1.16646
O 1.58776 -0.78187 -0.74931
C 0.91437 -0.78955 -1.73005
O 0.16820 0.28255 -2.10552
C -0.63864 -0.03545 -3.24197
C 0.06076 -1.21620 -3.91812
C 0.68864 -1.92508 -2.71780
H -1.63961 -0.29476 -2.88995
H -0.70543 0.84851 -3.87187
H -0.61701 -1.83336 -4.50417
H 0.84466 -0.85035 -4.58267
H 0.00416 -2.63674 -2.25336
H 1.62910 -2.42148 -2.93775
*
```

## Properties
LUMO level = 2.22 eV
Orbital gap = 6.71 eV
Highest occupied orbital energy = -0.1653 Ha



Entry 11:
Molecular formula: C3H8N2O
Method: DFT, ωB97M-V/def2-TZVPD

ORCA input file:
```
! wB97M-V def2-TZVPD RIJCOSX def2/J DEFGRID3
* xyz 0 1
O 0.24934 -1.76217 -1.77912
C 1.17546 -1.30606 -1.12921
N -0.69874 0.27635 1.83741
N 1.11172 -0.07752 -0.50526
C -1.20323 0.20597 0.46306
C -0.14168 0.71557 -0.51544
H 2.12594 -1.81300 -1.13401
H 0.13096 -0.30364 1.91866
H -0.59543 1.26777 2.13203
H 1.95257 0.29924 -0.07080
H -1.48731 -0.83059 0.24782
H -2.11212 0.82162 0.40065
H -0.57355 0.69835 -1.53626
H 0.06608 1.80809 -0.32952
*
```

## Properties
ΔE to the lowest compared entry with this formula, charge and spin = 92.7 kJ/mol
LUMO level = 0.81 eV
Orbital gap = 9.98 eV
Structure (SMILES) = NCCNC=O
Highest occupied orbital energy = -0.3371 Ha



Entry 12:
Molecular formula: C6H8N2O
Method: DFT, ωB97M-V/def2-TZVPD

ORCA input file:
```
! wB97M-V def2-TZVPD RIJCOSX def2/J DEFGRID3
* xyz 0 1
C 1.54384 -0.89961 -0.58375
C 0.26203 -0.26697 -0.05028
C 0.70019 0.80361 0.86338
C 0.22067 1.83326 -0.23886
C -2.05890 -0.61589 -0.12400
C -0.69668 -1.38473 0.21615
H 1.33465 -1.95577 -1.06766
H 1.82485 0.66162 1.17725
H 0.02849 0.83545 1.71589
H 1.15510 2.31588 -0.83116
H -0.43418 2.57581 0.28357
H -3.02955 -0.91034 -0.03531
H -0.67333 -1.58257 1.23827
H -0.64105 -2.28416 -0.41661
N -0.42617 0.65331 -1.03130
N -1.77017 0.54901 -0.65169
O 2.66021 -0.32792 -0.46389
*
```

## Properties
ΔE to the lowest compared entry with this formula, charge and spin = 380.4 kJ/mol
LUMO level = 0.46 eV
Orbital gap = 9.57 eV
Structure (SMILES) = O=C[C@]12CC=NN1CC2
Highest occupied orbital energy = -0.3346 Ha



Number 1: largest force on an atom 1.48 eV Å⁻¹. Number 2: largest force on an atom 0.96 eV Å⁻¹. Number 3: largest force on an atom 0.58 eV Å⁻¹. Number 4: largest force on an atom 2.01 eV Å⁻¹. Number 5: largest force on an atom 1.00 eV Å⁻¹. Number 6: largest force on an atom 5.04 eV Å⁻¹. Number 7: largest force on an atom 4.60 eV Å⁻¹. Number 8: largest force on an atom 3.10 eV Å⁻¹. Number 9: largest force on an atom 3.73 eV Å⁻¹. Number 10: largest force on an atom 2.66 eV Å⁻¹. Number 11: largest force on an atom 2.05 eV Å⁻¹. Number 12: largest force on an atom 6.22 eV Å⁻¹.